The following is a DFT calculation (wB97M-V/def2-TZVPD) of C9H22O13V as an isolated structure at a distorted geometry.

LUMO energy (spin up / spin down)	2.821 / 2.820	eV
ΔE to the lowest compared entry with this formula, charge and spin	46.49	kcal/mol
total charge	-1
HOMO (spin up / spin down)	-3.05 / -3.59	eV
gap between HOMO and LUMO (spin up / spin down)	5.87 / 6.41	eV
E	-61994.06465	eV
multiplicity	3

XYZ file:
```
45
Properties=species:S:1:pos:R:3:forces:R:3
H 4.043805 -2.758818 -1.326389 -1.100 -0.676 -0.419
O -4.119635 0.383362 -0.618539 -1.469 -2.438 0.899
O 0.383405 1.464222 -1.900389 0.196 0.549 0.606
C 3.306695 -0.624908 0.409591 -4.635 0.031 -1.173
H -1.797305 2.278602 -3.132399 0.075 -0.347 0.335
O 1.974205 -1.032508 -2.718539 -0.162 0.424 1.406
H 0.694385 -2.337898 3.548731 0.346 0.793 0.605
H -5.247565 -1.176358 -0.006209 0.041 0.402 0.905
O -1.651395 1.032932 2.674951 -2.004 -1.085 2.910
H 4.035905 2.007752 0.102821 -0.467 0.047 -0.171
H 4.255545 2.133742 1.828251 0.150 0.031 0.033
V 0.359115 -0.488848 -1.417259 0.376 -1.250 -4.304
O 2.125595 -0.500198 -0.060419 5.252 0.270 2.561
H 2.645785 -3.204588 -0.117499 -0.017 0.056 -0.729
H -2.615305 2.763162 2.920241 0.243 -0.036 0.141
C 0.626415 -1.598018 2.751191 -0.853 -2.253 -1.879
H -1.477015 -1.428688 -3.116099 0.725 0.223 0.369
H 4.368845 -3.718358 0.084961 -0.115 0.168 0.418
H 2.848175 -0.713488 -2.420319 -0.670 0.018 -0.115
H 0.562035 2.339092 -2.296919 0.071 -1.452 0.282
O -0.185625 -2.062758 -0.392209 -0.013 -0.494 0.992
O -0.446355 -0.727668 3.018741 -0.811 1.780 0.001
H 1.565735 -1.223348 2.344491 -0.191 0.678 0.624
H -4.021415 -1.785378 -0.909219 1.004 0.581 -0.468
O -0.516465 -1.250188 -3.114929 -0.593 0.320 0.635
O 3.949115 0.306202 1.213871 -0.191 -3.526 -1.126
H -0.758855 -2.853668 -0.372279 0.528 1.061 -0.746
C -2.284665 2.755502 -2.282029 0.903 0.299 -0.110
H 2.635675 1.930612 1.279021 -0.232 -0.348 -0.549
H 0.237815 -2.230138 1.952751 0.428 -0.055 -0.616
H -2.516235 2.239782 1.261251 0.361 0.128 -0.277
C 3.690485 -2.965328 -0.316139 0.198 0.848 -0.404
O -3.276695 1.936202 -1.676849 0.068 0.698 -0.448
C 3.662715 1.639642 1.058501 0.008 2.001 0.327
C -1.951695 2.297072 2.191901 -0.051 0.439 -0.679
H -3.528065 -1.145388 0.696171 -0.249 -0.089 -0.070
H -1.004225 2.829072 2.105951 -0.255 0.389 -0.387
O -1.950095 0.073202 -1.167629 -3.224 2.164 0.118
O 4.029125 -1.724798 0.322431 1.122 1.417 1.693
H -2.738365 3.674542 -2.653019 -0.592 -0.186 0.209
C -0.826725 0.212812 2.098631 2.717 0.519 -1.064
O -0.368565 0.476862 1.010711 0.120 -1.026 0.785
C -2.992255 0.747962 -1.162279 3.522 -1.157 -0.708
C -4.182595 -1.006188 -0.164249 -0.722 0.349 -0.241
H -1.543475 3.035202 -1.533359 0.160 -0.267 -0.170
```
Forces are in eV/Å.